[1]
120
Properties=species:S:1:pos:R:3:forces:R:3 method="wB97M-V/def2-TZVPD" orbital_gap_ha=0.2450 spin_multiplicity=1 fmax_ha_per_bohr=0.0131 charge=+1 e_tot_ev=-93324.8217
C 6.3867 -2.9398 -1.1992 0.061 -0.117 0.044
N 5.5038 -2.7675 -2.3412 -0.104 -0.013 0.177
C 4.2247 -2.1793 -2.0825 0.063 -0.175 0.080
C 4.1310 -0.6494 -1.7069 -0.181 -0.070 0.043
Cl 5.5810 0.2063 -2.3283 0.034 -0.021 -0.086
C 2.8658 -0.0243 -2.3694 -0.047 0.296 -0.078
C 1.6812 0.5425 -1.5241 -0.102 -0.140 -0.067
C 0.4179 -0.3293 -1.6990 0.009 0.182 0.107
C -0.8953 0.2745 -1.1820 -0.123 -0.098 -0.064
C -1.2351 1.6313 -1.7889 0.125 0.258 0.095
S -2.6909 2.4209 -1.0562 -0.255 -0.076 -0.126
C 1.9993 0.7043 -0.0286 -0.165 -0.113 -0.412
C 2.6920 2.0362 0.2797 0.166 0.061 0.006
F 3.6326 2.3099 -0.6578 -0.288 0.010 0.413
F 3.3355 1.9531 1.4906 -0.197 -0.017 -0.294
C 1.6797 3.2415 0.3486 0.167 -0.075 -0.082
F 1.6029 3.8133 -0.8650 -0.085 -0.213 0.221
F 0.4572 2.7351 0.6637 0.185 0.190 -0.021
C 1.9593 4.3525 1.4146 -0.128 0.047 -0.034
F 0.9808 5.2548 1.2276 0.103 -0.188 0.187
F 1.8287 3.8059 2.6408 -0.064 0.164 -0.195
C 3.3373 5.0975 1.3294 0.018 -0.468 -0.115
F 4.2342 4.4765 2.0945 0.013 -0.016 0.027
F 3.7856 5.0870 0.0731 0.045 -0.065 0.038
F 3.1992 6.3352 1.7402 0.077 0.134 0.335
N 2.8152 -0.4858 0.4037 0.210 -0.055 -0.015
B 2.7224 -0.7931 1.9475 0.318 0.010 0.496
C 1.4128 -1.4680 2.4240 0.254 0.288 -0.405
O 3.8258 -0.5382 2.6872 -0.585 0.124 -0.311
C 4.1959 -0.4965 -0.1763 0.289 -0.092 -0.015
H 5.8480 -3.4886 -0.4168 0.049 0.075 -0.068
H 7.2388 -3.5616 -1.4844 -0.097 0.133 -0.005
H 6.7744 -2.0050 -0.7721 -0.005 -0.030 -0.011
H 5.9685 -2.3304 -3.1243 0.013 -0.025 -0.009
H 3.8035 -2.7380 -1.2301 -0.149 0.050 -0.119
H 3.5682 -2.3746 -2.9329 0.145 0.112 -0.051
H 3.2094 0.7766 -3.0260 -0.006 -0.112 0.106
H 2.4329 -0.7810 -3.0289 0.100 0.090 0.058
H 1.4515 1.5326 -1.9230 0.069 -0.069 0.086
H 0.3083 -0.5390 -2.7682 0.047 -0.053 0.132
H 0.5714 -1.2966 -1.1956 -0.019 -0.074 -0.178
H -1.7060 -0.4210 -1.4228 0.083 0.038 0.102
H -0.9034 0.3506 -0.0862 0.068 0.040 -0.099
H -1.4758 1.5487 -2.8532 0.074 -0.078 0.097
H -0.4072 2.3368 -1.7011 -0.041 -0.083 -0.084
H -2.2758 2.4075 0.2151 0.111 0.001 0.056
H 1.0608 0.6517 0.5269 0.200 0.088 0.089
H 2.3182 -1.2708 -0.0321 -0.062 -0.001 0.037
H 1.6639 -2.4495 2.8452 -0.190 0.051 0.066
H 0.9673 -0.8557 3.2141 -0.035 -0.201 0.075
H 0.6888 -1.5932 1.6148 -0.095 -0.112 0.184
H 3.9228 0.3439 3.0654 0.288 -0.134 0.063
H 4.7278 0.3978 0.1348 -0.177 0.003 0.004
H 4.7168 -1.3482 0.2693 -0.055 0.130 -0.090
C 2.3040 7.5739 -0.6883 -0.095 0.163 -0.083
C 1.3305 8.4278 -1.4875 0.016 -0.037 0.028
N 1.1546 7.9584 -2.8499 0.004 0.004 0.028
C 0.4863 8.9144 -3.7165 -0.017 0.099 -0.091
C -0.9675 9.2826 -3.3994 0.006 -0.009 -0.045
C 0.7428 6.5743 -2.9815 0.024 -0.154 0.015
C -0.5495 6.1337 -2.2804 0.019 -0.095 -0.048
H 3.2510 7.4695 -1.2201 -0.011 -0.011 -0.025
H 2.5018 8.0422 0.2767 -0.050 0.038 -0.106
H 1.9062 6.5767 -0.4915 -0.041 0.206 -0.159
H 1.7252 9.4450 -1.5467 -0.025 0.017 -0.017
H 0.3819 8.4975 -0.9315 0.006 0.008 0.007
H 0.5447 8.5352 -4.7401 0.001 -0.033 0.010
H 1.0849 9.8299 -3.7042 0.009 -0.010 0.047
H -1.6585 8.4753 -3.6401 0.006 -0.016 0.036
H -1.2622 10.1487 -3.9942 0.001 -0.002 -0.003
H -1.1006 9.5472 -2.3499 0.008 0.001 0.010
H 1.5599 5.9478 -2.6097 0.012 0.024 0.019
H 0.6726 6.3487 -4.0485 -0.032 0.057 -0.014
H -0.5961 6.4867 -1.2489 0.018 0.012 0.012
H -0.5925 5.0414 -2.2495 -0.039 0.004 -0.007
H -1.4448 6.4766 -2.7959 0.004 0.052 0.037
C -1.1492 -4.0563 1.0069 0.024 0.089 -0.120
C -0.0927 -5.1392 1.1586 -0.050 0.015 -0.001
N 0.1997 -5.4379 2.5473 0.079 0.094 -0.005
C 1.3943 -6.2482 2.7264 0.109 -0.054 0.026
C 1.3974 -7.6703 2.1569 0.029 0.001 0.034
C -0.9522 -5.8031 3.3618 -0.140 -0.002 0.083
C -1.8112 -6.9851 2.8995 0.007 0.004 0.051
H -0.8869 -3.1797 1.6033 -0.071 -0.028 0.041
H -1.2275 -3.7541 -0.0400 -0.023 -0.012 -0.009
H -2.1382 -4.3913 1.3186 0.003 -0.018 0.007
H 0.8429 -4.7918 0.7050 0.023 -0.033 -0.021
H -0.4028 -6.0196 0.5753 0.012 -0.001 0.012
H 1.6105 -6.2905 3.7967 -0.034 0.002 0.009
H 2.2275 -5.6964 2.2751 -0.028 0.014 -0.036
H 0.7683 -8.3438 2.7360 -0.030 0.010 -0.020
H 2.4116 -8.0720 2.1830 0.000 0.003 0.006
H 1.0626 -7.6955 1.1193 -0.005 0.007 -0.006
H -1.5967 -4.9241 3.4454 0.015 0.015 -0.039
H -0.5888 -5.9888 4.3747 0.039 -0.027 -0.014
H -2.0598 -6.9190 1.8390 -0.006 0.015 -0.006
H -2.7517 -6.9891 3.4527 0.004 0.000 0.008
H -1.3280 -7.9446 3.0740 0.019 0.002 -0.051
C -4.5998 -2.4305 2.7273 0.041 -0.001 0.049
C -6.0119 -2.4312 2.1649 0.024 -0.035 0.008
N -6.0351 -2.2661 0.7224 0.007 0.002 0.020
C -7.3552 -1.9662 0.1926 -0.096 0.071 -0.049
C -8.4493 -3.0299 0.3345 -0.004 0.019 -0.042
C -5.2457 -3.2273 -0.0281 0.098 -0.051 -0.058
C -5.5366 -4.7197 0.1769 0.028 0.004 -0.050
H -4.0537 -1.5459 2.3937 -0.001 0.000 -0.032
H -4.6267 -2.4259 3.8176 -0.018 -0.014 -0.002
H -4.0438 -3.3165 2.4155 0.023 0.003 0.030
H -6.5658 -1.5937 2.5962 -0.029 0.002 -0.026
H -6.5250 -3.3457 2.5016 -0.001 0.009 0.006
H -7.2405 -1.7094 -0.8639 0.028 -0.019 -0.004
H -7.6969 -1.0512 0.6856 0.022 -0.016 0.040
H -8.2940 -3.8723 -0.3385 0.023 -0.018 0.025
H -9.4175 -2.5920 0.0866 0.001 0.002 -0.003
H -8.5158 -3.4123 1.3535 0.007 0.002 0.010
H -4.1909 -3.0531 0.2073 -0.007 0.014 0.036
H -5.3489 -2.9789 -1.0873 -0.052 0.001 0.000
H -5.6064 -4.9776 1.2348 0.008 0.008 0.012
H -4.7257 -5.3138 -0.2508 -0.002 0.003 -0.011
H -6.4590 -5.0336 -0.3082 -0.030 0.008 0.050



[2]
114
Properties=species:S:1:pos:R:3:forces:R:3 method="wB97M-V/def2-TZVPD" orbital_gap_ha="0.2678 / 0.2921" s2=2.0089 spin_multiplicity=3 fmax_ha_per_bohr=0.0827 charge=+1 e_tot_ev=-54626.1132
C 7.9480 -3.6958 5.7017 -0.087 -0.188 -0.592
C 8.0572 -4.6253 4.4037 0.971 0.533 -0.244
C 7.5339 -3.8670 3.0841 0.107 0.579 0.033
C 6.8134 -4.8388 2.0278 2.865 -0.737 1.229
C 7.9735 -5.8066 1.4328 -1.404 -0.868 0.629
N 6.1818 -4.1648 0.8645 -2.535 -0.354 1.850
C 6.6971 -2.7937 0.5799 -0.754 1.021 -1.575
C 6.2167 -2.4514 -0.9329 1.052 -0.841 0.168
B 5.8473 -0.8817 -1.1532 -0.050 1.510 -1.226
O 6.5415 -0.1860 -2.2355 0.038 -0.968 2.841
N 4.8449 -0.0725 -0.4074 0.568 -1.978 -0.168
C 5.3462 0.4545 0.8851 -0.347 0.708 0.351
C 3.5093 -0.7146 -0.3021 -1.050 1.323 0.854
C 5.1143 -3.4895 -1.4730 0.345 0.534 -1.338
N 4.1068 -3.8961 -0.4553 2.169 -0.741 2.310
C 4.7445 -4.1896 0.8460 0.159 0.950 -2.590
N 3.9225 -4.3933 1.8607 0.316 -0.591 -0.548
C 2.4218 -4.3635 1.7853 -0.461 -0.361 0.169
C 1.9890 -2.9184 2.2875 0.728 2.442 1.944
O 2.6401 -2.4621 3.2684 -1.639 -1.654 -2.870
N 0.9606 -2.1134 1.6647 0.790 -2.923 1.533
C -0.0755 -2.9529 0.9827 -1.126 0.350 -0.383
C 0.2953 -1.2130 2.6459 -0.893 1.585 0.065
H 8.4561 -2.6911 5.4848 -0.777 -1.416 0.310
H 8.4738 -4.1634 6.6009 -0.882 0.586 -1.247
H 6.8459 -3.5161 5.9113 1.411 -0.111 0.027
H 7.5783 -5.6496 4.5159 0.368 1.328 0.075
H 9.1806 -4.8092 4.2417 -1.670 0.019 0.195
H 6.8635 -2.9671 3.3416 0.769 -1.431 -0.101
H 8.4704 -3.3983 2.6089 -1.458 -0.698 0.490
H 6.1360 -5.5266 2.6309 0.418 0.967 -1.067
H 8.6743 -5.2702 0.7237 -0.880 -0.635 0.900
H 8.5303 -6.3086 2.3023 -0.613 0.999 -1.312
H 7.4079 -6.6669 0.9212 1.109 1.302 0.325
H 7.8287 -2.6993 0.5936 -1.545 -0.646 0.247
H 6.2510 -2.0942 1.3528 0.676 -0.608 -1.002
H 7.1505 -2.6539 -1.5751 -1.483 0.209 0.762
H 7.4849 -0.1735 -1.9582 -0.518 -0.151 -0.925
H 4.8094 1.4306 1.1149 0.765 -1.072 -0.189
H 5.1205 -0.2447 1.7732 0.400 0.771 -1.193
H 6.4621 0.6661 0.8256 -1.363 -0.230 0.118
H 2.7322 0.1304 -0.4044 0.929 -1.292 0.152
H 3.2653 -1.4558 -1.1232 0.550 0.784 1.086
H 3.3530 -1.1285 0.7565 0.123 0.085 -1.521
H 5.5877 -4.4154 -1.9563 -0.418 1.361 0.846
H 4.5538 -2.9393 -2.3068 0.614 -0.990 1.102
H 3.6239 -4.7556 -0.7619 0.024 0.720 0.229
H 4.3082 -4.5653 2.7939 -0.134 0.299 -0.552
H 2.0753 -5.1655 2.5309 0.297 1.428 -0.974
H 2.0106 -4.6745 0.7803 0.771 0.571 1.141
H 0.2601 -3.4186 0.0055 -0.155 0.613 1.255
H -0.4648 -3.7431 1.7020 0.319 0.798 -0.972
H -0.9413 -2.2513 0.7244 1.173 -1.150 0.220
H -0.3831 -1.7703 3.3794 0.965 0.529 -1.011
H -0.3635 -0.4990 2.0312 0.909 -1.128 0.925
H 0.9983 -0.5554 3.2395 -0.548 -1.114 -0.875
C -3.3525 1.5615 -2.0850 -0.297 0.044 0.013
C -2.7175 0.1592 -2.2554 0.525 2.149 -0.229
C -2.7839 -0.2542 -3.7389 -0.155 -0.418 -0.049
C -4.1914 -0.6239 -4.1936 -0.048 0.054 0.012
C -4.7993 -1.6825 -3.2808 0.472 0.005 -0.222
C -4.7357 -1.3229 -1.7819 -2.213 0.112 0.482
N -3.3919 -0.8276 -1.3572 2.082 -3.332 -1.622
O -2.5773 -1.9015 -1.2451 -1.117 1.772 0.596
C -5.8068 -0.2607 -1.4447 -0.061 0.326 -0.168
C -5.1923 -2.5653 -0.9746 0.760 -0.135 0.070
C -1.2351 0.3832 -1.8666 0.006 -0.731 0.232
H -2.6653 2.3486 -2.4077 0.092 -0.260 0.017
H -4.2498 1.7082 -2.6848 -0.034 -0.067 0.147
H -3.5965 1.7639 -1.0391 -0.044 -0.026 -0.113
H -2.1228 -1.1112 -3.9174 -0.022 0.008 0.195
H -2.4043 0.5556 -4.3707 0.038 0.067 0.281
H -4.8329 0.2614 -4.2275 0.045 0.002 0.038
H -4.1517 -1.0071 -5.2178 -0.027 0.043 0.070
H -5.8372 -1.8583 -3.5795 0.006 0.029 0.289
H -4.2722 -2.6283 -3.4570 0.044 0.061 0.208
H -5.6987 0.0920 -0.4158 0.076 -0.007 -0.091
H -6.8134 -0.6792 -1.5375 0.219 -0.155 -0.009
H -5.7924 0.6034 -2.1058 0.105 0.018 0.083
H -4.6013 -3.4551 -1.2043 0.101 0.203 0.061
H -6.2299 -2.8182 -1.2076 0.099 0.303 -0.119
H -5.1316 -2.3808 0.1020 0.041 0.028 -0.101
H -1.1480 0.7032 -0.8236 -0.065 -0.035 -0.059
H -0.7860 1.1614 -2.4895 -0.337 -0.012 -0.007
H -0.6198 -0.5097 -2.0047 -0.205 -0.036 0.099
C -3.8884 7.3758 0.1448 -0.184 0.239 0.149
C -4.2393 6.1514 -0.7368 1.555 1.424 0.239
C -4.8552 6.6377 -2.0636 -0.359 -0.185 -0.093
C -6.2743 7.1717 -1.9036 -0.003 0.044 0.049
C -7.1650 6.1517 -1.2036 0.305 -0.066 -0.384
C -6.5792 5.6183 0.1201 -1.523 0.711 1.404
N -5.1439 5.2204 0.0049 -0.638 -2.517 -3.276
O -5.1014 4.0231 -0.6225 0.241 1.571 1.527
C -6.7327 6.6787 1.2338 0.091 0.361 -0.004
C -7.4803 4.4532 0.6040 0.525 -0.441 -0.327
C -2.8606 5.5112 -1.0322 -0.351 -0.647 -0.039
H -2.9631 7.8517 -0.1921 -0.078 -0.234 -0.111
H -4.6393 8.1644 0.1124 -0.046 -0.117 0.083
H -3.7341 7.0842 1.1871 -0.078 -0.025 -0.088
H -4.8711 5.8165 -2.7905 0.040 -0.087 0.187
H -4.2261 7.4181 -2.5046 0.127 -0.112 0.224
H -6.2732 8.1165 -1.3522 0.039 -0.030 0.011
H -6.6886 7.3989 -2.8905 0.020 0.010 0.085
H -8.1476 6.5989 -1.0246 0.080 -0.129 0.236
H -7.3365 5.3175 -1.8949 0.119 -0.080 0.175
H -6.2189 6.3655 2.1463 0.026 -0.014 -0.112
H -7.7861 6.8240 1.4912 0.085 -0.193 -0.152
H -6.3660 7.6646 0.9554 0.093 -0.067 0.005
H -7.5809 3.6626 -0.1434 0.219 0.079 0.071
H -8.4930 4.8081 0.8126 0.221 0.252 -0.050
H -7.0905 4.0085 1.5243 0.032 0.050 -0.103
H -2.3792 5.1747 -0.1090 -0.099 0.005 -0.047
H -2.1930 6.2346 -1.5083 -0.278 0.139 0.136
H -2.9247 4.6611 -1.7155 -0.169 0.020 0.192